Record 1
Formula: C2H4O4
Source: the OMol25 dataset
Level of theory: wB97M-V/def2-TZVPD

The geometry in ORCA input format:
```
! RIJCOSX wB97M-V def2-TZVPD def2/J DEFGRID3
* xyz 0 1
C -1.654 0.251 -0.106
C -0.347 0.110 0.003
O 0.265 -1.157 -0.482
O 1.304 -1.563 0.365
O 0.483 1.054 0.479
O 1.753 1.082 -0.148
H -2.119 1.196 0.103
H -2.266 -0.583 -0.389
H 0.893 -2.142 1.026
H 1.687 1.751 -0.850
*
```

Computed properties:
frontier orbital gap = 0.3814 hartree
HOMO energy = -9.644 eV
relative energy (zero: lowest compared OMol25 entry of this formula, charge and spin) = 7.439 eV
structure (SMILES) = C=C(OO)OO

In the Mulliken picture, each atom carries the following charge in e: -0.7710, 0.6254, -0.1888, -0.3447, -0.1956, -0.3186, 0.2668, 0.2694, 0.3263, 0.3308

=====

Record 2
Formula: C33H108O21
Source: the OMol25 dataset
Level of theory: wB97M-V/def2-TZVPD

The geometry in ORCA input format:
```
! RIJCOSX wB97M-V def2-TZVPD def2/J DEFGRID3
* xyz 0 1
O 1.667 -0.014 2.161
H 1.080 -0.356 2.835
H 1.093 0.195 1.425
O -0.092 0.332 -0.065
H 0.350 -0.100 -0.796
H -0.559 1.065 -0.467
O 4.006 0.419 3.532
H 3.811 0.874 4.351
H 3.153 0.302 3.113
O -0.385 -2.159 1.264
H -0.391 -1.234 1.015
H 0.455 -2.487 0.946
O 4.582 -1.459 1.760
H 4.713 -0.649 2.252
H 3.709 -1.757 2.017
O 0.661 -0.475 4.615
H -0.258 -0.740 4.660
H 0.736 0.237 5.250
O 3.511 -2.294 -0.877
H 2.992 -3.022 -0.535
H 4.036 -2.002 -0.132
O 0.518 -0.633 -5.169
H 0.856 -0.458 -6.047
H 0.550 -1.586 -5.086
O 1.595 -0.858 -1.970
H 2.260 -1.520 -1.778
H 1.752 -0.618 -2.883
O -1.527 -1.811 4.158
H -2.331 -1.305 4.043
H -1.303 -2.109 3.276
C -2.459 5.093 -4.847
C -1.223 4.494 -5.524
C -0.409 3.665 -4.580
O -1.594 3.747 -6.703
H -2.709 4.672 -3.873
H -3.359 4.954 -5.446
H -2.358 6.164 -4.669
H -0.662 5.368 -5.853
H 0.244 4.353 -4.043
H 0.181 2.950 -5.153
H -0.978 3.068 -3.867
H -2.029 2.927 -6.459
C -1.350 -4.917 -3.752
C -0.585 -3.698 -4.120
C 0.918 -3.738 -3.792
O -0.635 -3.522 -5.509
H -2.333 -4.845 -4.218
H -1.426 -4.966 -2.666
H -0.953 -5.897 -4.016
H -1.042 -2.869 -3.580
H 1.499 -4.528 -4.270
H 1.020 -4.017 -2.743
H 1.373 -2.768 -3.993
H -1.554 -3.438 -5.774
C 1.787 3.229 -0.292
C 3.081 3.912 0.092
C 4.070 2.983 0.938
O 3.812 4.228 -1.104
H 1.275 3.062 0.656
H 1.943 2.271 -0.787
H 1.121 3.819 -0.921
H 2.966 4.859 0.618
H 3.698 2.632 1.900
H 4.941 3.583 1.202
H 4.328 2.223 0.200
H 4.352 3.437 -1.174
C -3.743 -0.971 -2.378
C -3.509 -0.128 -3.606
C -4.756 0.339 -4.283
O -2.783 0.980 -3.095
H -3.783 -0.437 -1.429
H -2.859 -1.604 -2.290
H -4.605 -1.631 -2.479
H -2.815 -0.554 -4.331
H -5.354 -0.331 -4.901
H -4.556 1.081 -5.057
H -5.353 0.742 -3.466
H -2.363 1.325 -3.886
C -5.001 1.873 4.419
C -4.060 0.723 4.076
C -2.682 0.973 3.423
O -3.919 -0.098 5.227
H -5.932 1.626 4.929
H -5.271 2.184 3.410
H -4.547 2.703 4.960
H -4.570 0.018 3.419
H -1.882 1.161 4.139
H -2.532 1.828 2.764
H -2.301 0.136 2.838
H -3.490 0.420 5.913
C 1.300 3.583 4.078
C 2.278 4.604 4.773
C 1.613 5.765 5.377
O 2.876 3.876 5.751
H 0.640 4.119 3.396
H 0.585 3.136 4.769
H 1.718 2.735 3.537
H 2.956 4.845 3.954
H 1.111 5.595 6.329
H 0.975 6.313 4.684
H 2.346 6.520 5.663
H 3.658 4.395 5.956
C 2.499 -5.611 -0.537
C 1.485 -5.075 0.417
C 1.167 -5.972 1.661
O 1.993 -3.868 0.935
H 2.172 -6.549 -0.986
H 3.472 -5.757 -0.068
H 2.690 -5.007 -1.425
H 0.476 -4.975 0.017
H 2.064 -6.231 2.223
H 0.620 -6.888 1.439
H 0.472 -5.443 2.313
H 1.749 -3.897 1.863
C -3.877 -4.222 -0.340
C -3.131 -3.251 0.436
C -4.017 -2.415 1.308
O -2.241 -4.050 1.249
H -4.491 -3.707 -1.079
H -4.574 -4.883 0.177
H -3.251 -4.792 -1.027
H -2.524 -2.594 -0.187
H -4.651 -1.754 0.718
H -3.580 -1.795 2.090
H -4.733 -2.975 1.910
H -1.552 -3.455 1.552
C 3.215 3.178 -5.617
C 4.119 2.256 -4.813
C 3.220 1.418 -3.899
O 4.850 1.562 -5.784
H 2.632 3.766 -4.909
H 2.518 2.616 -6.238
H 3.766 3.934 -6.177
H 4.875 2.754 -4.206
H 3.780 1.154 -3.002
H 2.871 0.566 -4.483
H 2.367 1.953 -3.482
H 5.541 2.103 -6.173
C -1.554 3.496 0.978
C -2.510 2.817 0.062
C -3.645 3.759 -0.416
O -1.694 2.495 -1.047
H -1.037 4.350 0.539
H -0.906 2.704 1.354
H -1.986 3.855 1.913
H -2.803 1.888 0.553
H -3.336 4.725 -0.816
H -4.236 4.097 0.435
H -4.386 3.334 -1.093
H -2.157 2.028 -1.746
C 3.232 -3.441 4.899
C 1.970 -4.044 4.402
C 0.822 -4.307 5.484
O 1.377 -3.263 3.371
H 3.794 -4.216 5.421
H 2.973 -2.617 5.563
H 3.947 -3.057 4.171
H 2.262 -4.908 3.804
H 0.848 -3.994 6.528
H 0.686 -5.379 5.630
H -0.111 -3.977 5.026
H 0.879 -2.553 3.781
*
```

Computed properties:
frontier orbital gap = 0.3683 hartree
HOMO energy = -9.765 eV
relative energy (zero: lowest compared OMol25 entry of this formula, charge and spin) = 2.853 eV

Results of the Mulliken charge analysis, in e, for atoms 1 through 99: 0.7170, -0.1041, -0.2609, 1.0245, -0.2465, -0.3152, -0.7415, 0.3498, 0.1560, 1.8251, -0.6534, -0.3220, -0.6844, 0.4818, 0.1158, -0.4862, 0.2515, 0.1668, -0.7314, 0.1889, 0.3209, -0.4723, 0.2056, 0.2308, -0.2646, 0.3244, -0.0433, -0.9466, 0.1219, 0.3302, -1.0511, 0.3153, -0.5704, -0.5721, 0.0872, 0.3528, 0.3509, 0.3667, 0.4577, 0.1849, -0.2591, 0.2769, -1.1736, 0.9121, -0.4074, -0.5973, 0.4002, 0.0936, 0.3097, -0.1153, 0.4073, -0.2488, -0.0215, 0.3707, 0.7852, -0.0118, -1.2254, -0.5867, -0.4307, -0.5217, 0.2883, 0.3280, 0.1772, 0.3397, 0.5209, 0.3208, -0.5981, 0.8177, -1.4649, -0.3319, 0.1981, -0.2385, 0.2957, 0.2022, 0.3679, 0.3685, 0.3394, -0.1082, -1.5356, 0.4603, 0.1702, -0.5497, 0.3462, 0.3564, 0.3771, 0.0866, 0.2866, -0.0530, -0.2642, 0.3853, -0.8995, 0.5787, -1.4754, -0.5339, 0.2290, 0.3852, 0.0162, 0.2125, 0.3413

=====

Record 3
Formula: C21H50ClF3N3O16S5
Source: the OMol25 dataset
Level of theory: wB97M-V/def2-TZVPD

The geometry in ORCA input format:
```
! RIJCOSX wB97M-V def2-TZVPD def2/J DEFGRID3
* xyz 1 1
F -3.186 1.638 5.643
C -4.492 1.428 4.917
F -5.067 0.163 5.440
F -4.284 1.227 3.453
O -5.397 2.604 5.062
C -6.788 2.132 4.993
C -7.905 3.307 4.718
C -9.016 3.266 5.967
N -9.728 1.937 6.074
C -10.081 1.337 4.735
N -11.047 0.323 4.746
Cl -10.756 -1.263 4.045
N -9.471 1.666 3.394
C -8.824 3.031 3.348
H -7.076 1.649 6.046
H -6.923 1.337 4.114
H -7.395 4.362 4.612
H -8.423 3.590 6.927
H -9.851 4.094 5.762
H -10.536 1.959 6.737
H -11.961 0.538 5.246
H -8.792 0.944 3.060
H -8.247 3.267 2.357
H -9.715 3.822 3.410
O -4.548 1.016 -0.656
S -3.121 0.810 -0.532
O -2.166 1.541 -1.338
O -2.802 -0.783 -0.660
C -3.285 -1.486 -1.795
C -2.415 -1.235 -3.012
C -2.670 0.990 1.175
H -4.331 -1.232 -1.997
H -3.254 -2.552 -1.547
H -2.501 -0.198 -3.350
H -2.711 -1.886 -3.840
H -1.360 -1.413 -2.780
H -3.347 0.390 1.785
H -2.762 2.045 1.440
H -1.636 0.662 1.304
O 1.702 -0.609 -1.663
S 1.967 -0.338 -3.060
O 1.693 -1.309 -4.098
O 3.506 0.175 -3.218
C 4.550 -0.627 -2.685
C 4.868 -1.797 -3.596
C 1.179 1.191 -3.499
H 4.304 -0.968 -1.674
H 5.435 0.013 -2.603
H 4.040 -2.512 -3.622
H 5.761 -2.326 -3.248
H 5.033 -1.457 -4.623
H 1.434 1.947 -2.754
H 0.100 1.024 -3.510
H 1.520 1.493 -4.491
O 8.431 1.106 -0.678
S 9.288 0.023 -1.111
O 8.809 -1.041 -1.968
O 10.007 -0.639 0.192
C 9.193 -1.082 1.269
C 8.556 -2.424 0.964
C 10.750 0.716 -1.841
H 8.436 -0.332 1.520
H 9.846 -1.186 2.141
H 7.820 -2.336 0.160
H 8.046 -2.819 1.848
H 9.309 -3.147 0.635
H 11.154 1.476 -1.171
H 10.471 1.168 -2.795
H 11.476 -0.083 -2.006
O -2.643 -2.611 -6.384
S -2.567 -2.368 -7.809
O -3.346 -1.332 -8.455
O -2.806 -3.772 -8.601
C -3.972 -4.528 -8.313
C -5.191 -3.953 -9.009
C -0.863 -2.149 -8.255
H -4.132 -4.603 -7.232
H -3.795 -5.543 -8.683
H -5.458 -2.977 -8.591
H -6.052 -4.617 -8.893
H -4.996 -3.804 -10.075
H -0.278 -2.963 -7.824
H -0.528 -1.191 -7.852
H -0.780 -2.144 -9.344
O 7.559 0.240 3.732
S 6.758 0.230 4.937
O 5.388 -0.238 4.946
O 6.809 1.708 5.621
C 6.463 2.837 4.833
C 4.958 2.975 4.696
C 7.654 -0.631 6.205
H 6.947 2.791 3.851
H 6.858 3.719 5.347
H 4.541 2.159 4.098
H 4.700 3.919 4.207
H 4.474 2.938 5.677
H 8.671 -0.239 6.247
H 7.671 -1.692 5.946
H 7.142 -0.490 7.159
*
```

Computed properties:
frontier orbital gap = 0.2200 hartree
HOMO energy = -11.503 eV

In the Mulliken picture, each atom carries the following charge in e: -0.2102, 0.7359, -0.2235, -0.1990, -0.3348, -0.3283, 0.1576, -0.8501, -0.1510, 0.3254, -0.2284, 0.0514, -0.2538, -0.7805, 0.2213, 0.1601, 0.4048, 0.3441, 0.3920, 0.3688, 0.3116, 0.4031, 0.3386, 0.3172, -0.6595, 1.1971, -0.5655, -0.2650, -0.4879, -0.6576, -0.9871, 0.3431, 0.3031, 0.3025, 0.2919, 0.1583, 0.3075, 0.3598, 0.4152, -0.6518, 1.2137, -0.5985, -0.2772, -0.2037, -0.9977, -0.7812, 0.2951, 0.1808, 0.3172, 0.3658, 0.2671, 0.3092, 0.2228, 0.3347, -0.6457, 1.3473, -0.6037, -0.3233, -0.2971, -0.9380, -0.9918, 0.3976, 0.2438, 0.1917, 0.3698, 0.2820, 0.3215, 0.3689, 0.3171, -0.6002, 1.1712, -0.6150, -0.2943, -0.2896, -0.9792, -0.9352, 0.2888, 0.2716, 0.2847, 0.3858, 0.2629, 0.3162, 0.3624, 0.3383, -0.5520, 1.1358, -0.6139, -0.2959, -0.2814, -0.9817, -0.9586, 0.2817, 0.2745, 0.2866, 0.3856, 0.2626, 0.3130, 0.3689, 0.3416

=====

Record 4
Formula: C35H43F6GeOPPdS
Source: the OMol25 dataset
Level of theory: wB97M-V/def2-TZVPD

The geometry in ORCA input format:
```
! RIJCOSX wB97M-V def2-TZVPD def2/J DEFGRID3
* xyz 1 2
Pd -0.989 -0.499 -1.229
C -5.016 -1.512 1.659
C -3.678 -0.788 1.861
C -3.667 -0.080 3.213
C -3.419 0.137 0.688
C -3.240 -0.424 -0.600
C -3.111 0.389 -1.741
C -3.148 1.802 -1.622
C -3.043 2.655 -2.850
C -3.327 2.327 -0.363
C -3.453 1.513 0.774
H -5.226 -2.158 2.512
H -5.017 -2.132 0.763
H -5.829 -0.788 1.573
H -2.888 -1.548 1.852
H -4.526 0.588 3.309
H -2.764 0.510 3.378
H -3.741 -0.814 4.015
H -3.357 -1.496 -0.741
H -3.153 -0.065 -2.725
H -2.132 2.428 -3.408
H -3.039 3.714 -2.597
H -3.884 2.470 -3.521
H -3.392 3.401 -0.242
H -3.591 1.992 1.734
C -0.433 1.089 -0.755
Ge 0.708 1.710 0.837
C -0.455 2.814 1.930
C -0.445 2.599 3.307
C -1.197 3.410 4.148
C -1.968 4.434 3.617
C -1.976 4.660 2.246
C -1.220 3.855 1.408
C 1.216 0.092 1.772
C 0.187 -0.725 2.232
C 0.464 -1.912 2.893
C 1.783 -2.288 3.108
C 2.816 -1.478 2.658
C 2.535 -0.296 1.986
C 2.091 2.749 -0.035
C 3.339 2.927 0.558
C 4.305 3.706 -0.063
C 4.034 4.315 -1.280
C 2.786 4.161 -1.869
C 1.821 3.383 -1.248
H 0.142 1.793 3.734
H -1.181 3.240 5.216
H -2.557 5.062 4.271
H -2.565 5.469 1.833
H -1.215 4.056 0.342
H -0.844 -0.434 2.071
H -0.346 -2.539 3.244
H 2.005 -3.209 3.632
H 3.845 -1.766 2.832
H 3.357 0.308 1.621
H 3.565 2.485 1.521
H 5.270 3.842 0.408
H 4.790 4.920 -1.763
H 2.566 4.647 -2.811
H 0.853 3.269 -1.726
F -0.935 -1.743 -3.548
P -1.687 -3.152 -3.129
F -0.272 -3.900 -3.171
F -3.047 -2.292 -2.942
F -1.305 -2.708 -1.492
F -2.010 -3.477 -4.630
F -2.400 -4.438 -2.556
C 3.791 -0.525 -3.739
C 3.822 -0.289 -2.235
C 3.509 -1.533 -1.413
S 1.825 -2.089 -1.680
O 0.993 -1.079 -0.839
C 1.807 -3.547 -0.637
C 2.519 -4.725 -1.299
C 2.091 -6.042 -0.661
H 3.952 0.410 -4.274
H 2.833 -0.932 -4.071
H 4.572 -1.223 -4.046
H 3.130 0.505 -1.956
H 4.812 0.059 -1.930
H 3.621 -1.376 -0.339
H 4.135 -2.377 -1.720
H 0.742 -3.750 -0.515
H 2.229 -3.270 0.331
H 3.601 -4.603 -1.208
H 2.282 -4.741 -2.365
H 2.316 -6.056 0.407
H 2.610 -6.880 -1.123
H 1.019 -6.198 -0.786
*
```

Computed properties:
frontier orbital gap (alpha / beta) = 0.2518 / 0.2582 hartree
HOMO energy (alpha / beta) = -11.831 / -12.004 eV
relative energy (zero: lowest compared OMol25 entry of this formula, charge and spin) = 3.255 eV

In the Mulliken picture, each atom carries the following charge in e: 0.8862, -1.5608, 1.0220, -1.7163, 0.4490, -1.4658, -0.0820, 0.3260, -1.6983, -0.8447, 0.0095, 0.4475, 0.3865, 0.3660, 0.1101, 0.4237, 0.2646, 0.4307, 0.8705, 0.6356, 0.3464, 0.3813, 0.3981, 0.6420, 0.4051, -0.5203, 1.0354, 0.6513, -0.6642, -0.6403, -0.5951, -0.6292, -0.4610, 0.9126, -0.1116, -0.6793, -0.8437, -0.5433, -0.7383, 0.6781, -0.5947, -0.9017, -0.5377, -0.7370, -0.0474, 0.4400, 0.4504, 0.4293, 0.4349, 0.5110, 0.0110, 0.5223, 0.4275, 0.4296, 0.1085, 0.4194, 0.4428, 0.4331, 0.4420, 0.3892, -0.4251, 1.5636, -0.3609, -0.4028, -0.5752, -0.3289, -0.3875, -1.4623, 0.4110, -0.5916, 0.3618, -0.1721, -0.5262, -0.3661, -1.4327, 0.4246, 0.3307, 0.3463, -0.3923, 0.5045, 0.0341, 0.6077, 0.3518, 0.3755, 0.3240, 0.3371, 0.3321, 0.4047, 0.3576